Record 1
50
Properties=species:S:1:pos:R:3:forces:R:3 method="wB97M-V/def2-TZVPD" e_homo_ev=-7.962 charge=0 homo_lumo_gap_ev=8.41 relative_energy_ev=0.502 spin_multiplicity=1 max_force_ev_per_a=3.890
C -2.387 -2.221 3.590 0.10 0.25 -0.37
C -2.352 -2.833 2.176 0.27 0.71 0.04
N -1.176 -2.398 1.416 -0.76 0.14 -0.86
C 0.143 -2.579 2.023 -0.12 0.04 0.13
C 0.761 -1.306 2.600 0.77 -0.41 -0.30
C -1.326 -2.433 -0.062 1.30 -0.57 0.76
C -0.969 -1.087 -0.746 -0.71 0.86 -1.10
C -1.307 -1.198 -2.292 0.01 -1.09 0.86
C -1.863 0.012 -0.117 0.66 -0.08 -0.16
C 0.521 -0.724 -0.639 0.61 2.48 -0.30
C 1.177 0.513 -0.825 -0.74 -3.74 0.77
C 0.476 1.722 -1.257 -0.71 1.43 -0.74
C 0.134 1.961 -2.617 -0.18 0.30 1.48
C -0.463 3.179 -2.959 0.47 0.45 0.04
C -0.627 4.196 -2.001 -0.35 -1.40 -0.38
C -0.412 3.894 -0.649 -0.26 1.26 -0.68
C 0.121 2.687 -0.288 1.13 -1.08 -0.08
C 2.632 0.547 -0.435 0.15 0.62 -0.75
N 3.222 -0.408 0.226 0.45 -0.61 0.55
N 4.521 -0.063 0.385 -0.15 0.22 0.15
N 4.763 1.084 -0.138 -0.83 -0.33 -0.49
N 3.600 1.488 -0.695 -0.82 0.20 -0.09
C 3.507 2.664 -1.549 -0.99 -0.21 -0.89
H -2.101 -1.149 3.597 -0.36 -0.57 -0.21
H -3.402 -2.330 3.986 0.26 -0.01 0.19
H -1.668 -2.735 4.233 -0.19 0.00 0.13
H -2.405 -3.921 2.279 0.03 -0.31 0.00
H -3.267 -2.533 1.628 0.56 -0.01 0.17
H 0.106 -3.304 2.868 -0.16 0.09 -0.67
H 0.880 -2.942 1.294 -0.36 -0.35 -0.04
H 0.131 -0.895 3.366 -0.35 0.47 0.24
H 1.693 -1.633 3.088 -0.08 0.38 -0.17
H 1.014 -0.574 1.810 -0.24 -0.29 0.59
H -0.723 -3.274 -0.485 0.00 0.51 0.09
H -2.352 -2.708 -0.329 0.04 0.35 0.23
H -0.519 -1.768 -2.789 0.05 0.03 -0.08
H -1.413 -0.248 -2.801 0.00 0.23 0.20
H -2.229 -1.788 -2.432 0.14 0.34 0.09
H -2.897 -0.247 0.025 -0.51 -0.69 -0.15
H -1.493 0.263 0.869 0.17 0.24 0.14
H -1.870 0.875 -0.765 0.10 0.43 0.02
H 1.118 -1.567 -0.350 0.58 -0.10 0.07
H 0.293 1.184 -3.348 0.16 -0.01 -0.14
H -0.741 3.400 -3.999 0.20 -0.23 0.45
H -1.012 5.134 -2.367 -0.07 0.22 0.38
H -0.642 4.653 0.093 0.09 -0.15 0.02
H 0.387 2.465 0.752 -0.30 0.15 -0.33
H 3.218 2.352 -2.588 0.21 0.29 0.97
H 2.777 3.385 -1.177 -0.20 -0.31 0.03
H 4.421 3.209 -1.607 0.96 -0.13 0.17

=====

Record 2
64
Properties=species:S:1:pos:R:3:forces:R:3 method="wB97M-V/def2-TZVPD" e_homo_ev=-2.400 charge=-1 homo_lumo_gap_ev=3.09 spin_multiplicity=1 max_force_ev_per_a=3.995
C -2.414 -15.261 6.370 0.09 0.87 0.66
C -3.068 -15.223 7.789 -1.44 -1.58 -0.90
O -4.118 -16.096 7.990 1.18 0.88 -0.38
H -1.729 -14.415 6.303 0.75 0.16 0.25
H -3.140 -14.930 5.627 -0.36 -0.96 -0.27
H -1.845 -16.171 6.177 -0.39 -0.20 -0.38
H -3.338 -14.168 7.842 -0.46 0.97 0.41
H -2.264 -15.348 8.514 0.74 -0.11 0.52
C -0.497 -19.269 11.798 -0.13 -0.38 -0.46
N -1.518 -18.597 12.615 -1.14 2.03 2.31
O -1.170 -17.612 13.362 -1.01 -3.12 -2.29
O -2.671 -19.029 12.492 2.13 0.94 0.52
H -0.368 -20.305 12.108 -0.15 0.17 0.47
H 0.456 -18.742 11.835 -0.42 0.11 -0.21
H -1.022 -19.344 10.845 0.68 0.29 -0.33
C -2.327 -20.918 5.812 0.16 -0.94 0.09
N -3.421 -21.874 6.309 -1.02 -0.35 0.46
O -3.106 -23.085 6.486 -0.82 3.05 -0.42
O -4.545 -21.373 6.512 2.56 -1.50 -0.43
H -1.590 -21.563 5.334 -0.18 0.11 -0.11
H -1.830 -20.446 6.659 -0.47 -0.05 0.17
H -2.722 -20.156 5.140 -0.29 -0.29 0.26
C -8.754 -13.457 6.114 0.84 1.02 -0.41
N -9.346 -13.405 7.475 0.98 -1.40 1.52
O -9.899 -12.404 7.852 -0.73 1.10 -0.66
O -9.125 -14.339 8.235 -0.16 0.02 -1.03
H -7.974 -14.215 6.043 -0.66 -0.38 0.13
H -8.219 -12.513 6.013 -0.08 0.14 0.14
H -9.500 -13.423 5.320 -0.16 -0.52 0.37
C -4.332 -13.155 13.169 0.86 1.64 -0.56
N -5.191 -14.196 13.694 0.43 -1.82 0.25
O -5.891 -14.729 12.909 -2.17 -0.29 -3.32
O -5.132 -14.669 14.795 1.40 1.13 2.74
H -4.928 -12.566 12.471 -0.19 0.16 0.44
H -3.572 -13.556 12.499 -0.04 -0.66 0.39
H -3.848 -12.556 13.941 -0.32 -0.20 0.05
C 5.828 -14.806 6.952 -0.44 0.10 1.03
C 6.437 -14.840 5.737 0.12 -0.13 -1.85
C 5.840 -14.311 4.563 0.01 1.77 1.18
C 4.644 -13.590 4.745 0.53 -1.06 0.64
C 4.006 -13.639 5.990 -0.35 1.71 -1.70
C 4.605 -14.169 7.101 -0.93 -0.77 -0.33
N 4.087 -12.754 3.642 -1.78 1.08 -1.65
O 2.946 -12.248 3.631 1.53 -1.43 1.78
O 4.796 -12.566 2.672 1.06 -0.58 0.34
H 6.324 -15.276 7.788 -0.03 0.06 0.16
H 7.413 -15.301 5.705 0.07 -0.05 -0.39
H 6.408 -14.136 3.660 -0.07 -0.52 -0.18
H 3.085 -13.076 6.011 -0.31 -0.19 0.42
H 3.952 -14.201 7.961 0.58 0.03 0.53
C -5.017 -8.776 5.986 0.47 0.10 2.17
C -5.177 -8.526 7.385 -0.49 0.31 -1.34
C -4.143 -8.668 8.276 -0.38 0.31 0.37
C -2.954 -9.201 7.848 0.63 -0.64 -0.86
C -2.786 -9.597 6.526 -0.36 0.43 -0.55
C -3.813 -9.341 5.609 -0.03 0.31 -0.12
N -1.800 -9.301 8.734 2.25 0.51 1.07
O -1.853 -8.770 9.862 -0.33 -1.03 -1.86
O -0.761 -9.817 8.279 -1.92 0.68 0.82
H -5.728 -8.457 5.238 -0.27 -0.23 0.17
H -6.080 -8.130 7.825 -0.28 0.13 -0.44
H -4.297 -8.256 9.262 0.30 -0.41 0.21
H -1.851 -9.966 6.132 0.04 -0.15 0.40
H -3.672 -9.474 4.547 0.36 -0.35 -0.01

=====

Record 3
54
Properties=species:S:1:pos:R:3:forces:R:3 method="wB97M-V/def2-TZVPD" e_homo_ev="-13.872 / -14.007" charge=+2 s2=0.853 homo_lumo_gap_ev="6.35 / 6.34" relative_energy_ev=2.555 spin_multiplicity=2 max_force_ev_per_a=0.679
Re -1.034 -0.834 0.045 -0.08 -0.04 0.40
C -2.903 2.914 1.458 0.00 -0.11 -0.01
C -2.350 1.767 0.688 0.01 -0.02 -0.19
N -2.054 0.615 1.192 0.08 0.34 0.27
N -2.286 0.444 2.550 0.16 -0.46 -0.42
C -2.247 -0.816 2.873 -0.12 0.27 0.30
N -2.477 -1.204 4.130 0.05 0.09 -0.06
S -1.960 -2.093 1.675 -0.23 0.04 -0.22
C -2.140 1.844 -0.765 0.00 -0.10 0.22
C -2.596 2.929 -1.492 0.09 -0.08 -0.05
C -2.439 2.946 -2.869 0.00 -0.01 0.04
C -1.815 1.866 -3.465 0.00 0.03 -0.02
C -1.390 0.812 -2.681 0.12 -0.10 0.14
N -1.537 0.762 -1.345 -0.24 0.33 -0.16
H -2.724 2.784 2.519 0.01 0.00 0.00
H -3.983 2.972 1.300 -0.02 0.01 0.00
H -2.463 3.848 1.115 0.02 0.03 0.03
H -2.751 -0.514 4.812 -0.01 -0.03 0.03
H -2.518 -2.176 4.382 -0.01 -0.01 -0.01
H -3.079 3.749 -0.985 -0.02 0.02 0.03
H -2.793 3.783 -3.454 0.00 0.01 -0.01
H -1.648 1.827 -4.531 0.00 0.00 -0.02
H -0.891 -0.028 -3.130 -0.08 0.05 0.02
C 0.590 -2.193 -1.796 -0.09 0.23 0.07
C -0.151 -2.713 -0.722 0.05 -0.62 -0.27
C -1.528 -2.737 -1.154 0.20 -0.14 0.12
C -1.536 -2.403 -2.548 0.15 0.20 -0.20
C -0.255 -2.078 -2.937 -0.23 -0.13 0.08
H 1.653 -1.997 -1.778 0.01 -0.07 -0.01
H 0.262 -3.288 0.095 0.00 0.12 0.07
H -2.318 -3.290 -0.667 0.02 -0.10 -0.07
H -2.421 -2.363 -3.165 -0.02 -0.03 -0.02
H 0.058 -1.753 -3.917 0.03 -0.02 -0.06
C 3.763 -0.304 -0.960 -0.05 -0.02 0.04
N 2.499 0.217 -0.437 0.00 -0.05 -0.04
C 1.780 1.109 -1.330 -0.03 0.10 0.04
C 1.991 -0.203 0.726 0.12 -0.18 0.24
N 0.665 -0.230 0.966 0.22 0.21 -0.20
N 2.835 -0.605 1.694 -0.07 0.05 -0.01
C 4.109 0.074 1.946 -0.01 -0.04 -0.06
C 2.387 -1.477 2.775 -0.04 0.01 -0.02
H 3.614 -0.553 -2.011 0.04 0.00 -0.02
H 4.045 -1.206 -0.423 0.02 0.02 -0.01
H 4.564 0.431 -0.889 0.01 0.00 -0.03
H 2.507 1.744 -1.834 -0.01 0.04 0.03
H 1.098 1.742 -0.764 -0.02 -0.05 -0.03
H 1.231 0.551 -2.089 -0.03 0.00 -0.04
H 0.496 -0.299 1.963 -0.05 0.24 0.06
H 4.200 0.950 1.312 0.01 0.02 0.00
H 4.953 -0.593 1.776 0.02 0.00 0.00
H 4.120 0.400 2.986 0.03 0.00 0.01
H 1.606 -2.149 2.425 0.01 0.00 0.01
H 2.028 -0.902 3.634 0.00 -0.01 0.01
H 3.233 -2.081 3.100 0.00 0.00 0.02

=====

Record 4
52
Properties=species:S:1:pos:R:3:forces:R:3 method="wB97M-V/def2-TZVPD" e_homo_ev="-0.235 / -2.168" charge=-1 homo_lumo_gap_ev="3.00 / 4.93" relative_energy_ev=0.000 spin_multiplicity=1 max_force_ev_per_a=0.560
Li -1.465 -0.400 -0.896 -0.25 0.25 -0.43
C -1.256 0.832 3.019 -0.07 0.00 0.04
As -0.388 0.929 1.267 0.18 -0.19 -0.08
C 0.247 2.779 1.412 -0.04 0.03 0.04
C 1.303 0.029 1.773 -0.16 0.21 0.12
C 1.885 0.284 3.016 0.05 -0.07 -0.06
C 3.055 -0.350 3.406 -0.12 0.13 0.09
C 3.666 -1.246 2.545 0.05 -0.13 -0.15
C 3.100 -1.499 1.305 -0.05 0.06 0.06
C 1.917 -0.874 0.908 0.06 -0.16 -0.21
As 1.139 -1.241 -0.875 0.05 0.15 0.21
C 2.759 -0.810 -1.900 0.05 -0.03 -0.01
C 1.315 -3.182 -0.918 -0.02 -0.07 -0.04
H -0.735 1.426 3.770 -0.02 -0.01 0.02
H -1.305 -0.209 3.336 -0.01 -0.01 -0.02
H -2.271 1.210 2.904 -0.01 0.01 0.04
H 0.941 2.901 2.244 0.00 0.03 0.00
H -0.623 3.419 1.564 0.01 0.03 -0.02
H 0.720 3.067 0.475 0.03 0.00 0.00
H 1.416 0.988 3.695 0.00 0.01 0.02
H 3.484 -0.144 4.380 0.01 0.00 0.00
H 4.581 -1.750 2.836 0.00 0.01 0.00
H 3.590 -2.196 0.635 0.01 -0.01 0.00
H 3.621 -1.394 -1.576 0.01 0.01 -0.02
H 2.976 0.251 -1.785 0.01 0.01 -0.01
H 2.560 -1.005 -2.954 0.02 -0.01 -0.02
H 2.165 -3.543 -0.340 0.02 0.00 0.00
H 1.437 -3.477 -1.961 -0.01 -0.04 0.00
H 0.387 -3.603 -0.536 0.00 -0.01 0.00
C -0.897 -2.892 2.049 -0.04 0.01 -0.08
O -1.020 -2.022 0.952 -0.12 0.01 0.11
C -2.101 -2.114 -0.032 0.28 -0.31 0.37
C -3.089 -3.204 0.300 -0.15 0.08 -0.09
H -0.697 -3.927 1.740 0.01 -0.02 0.01
H -1.794 -2.895 2.680 0.00 0.00 0.01
H -0.047 -2.543 2.641 0.01 0.00 0.00
H -2.697 -4.069 0.849 0.07 -0.01 -0.05
H -3.512 -3.592 -0.632 -0.02 0.06 0.00
H -3.955 -2.837 0.882 0.04 -0.01 0.06
N -1.614 4.964 -4.141 -0.03 -0.10 -0.05
C -1.592 3.697 -3.471 0.15 0.04 0.10
C -0.437 3.154 -2.905 -0.16 0.08 -0.10
C -0.467 1.922 -2.291 -0.02 -0.15 0.06
N -1.621 1.144 -2.141 0.16 0.28 -0.12
C -2.699 1.652 -2.805 0.14 -0.21 0.21
C -2.747 2.850 -3.457 -0.10 0.08 -0.10
H -0.691 5.190 -4.498 0.02 0.01 0.06
H -2.228 4.916 -4.951 -0.01 -0.02 0.01
H 0.506 3.695 -2.952 -0.01 -0.01 0.00
H 0.448 1.524 -1.863 -0.05 -0.05 0.02
H -3.594 1.035 -2.774 0.00 0.00 0.00
H -3.674 3.160 -3.929 0.02 0.01 0.01

=====

Record 5
62
Properties=species:S:1:pos:R:3:forces:R:3 method="wB97M-V/def2-TZVPD" e_homo_ev="-7.317 / -7.314" charge=0 s2=0.756 homo_lumo_gap_ev="7.02 / 5.24" relative_energy_ev=2.154 spin_multiplicity=2 max_force_ev_per_a=0.797
Ru 0.331 -0.460 0.289 -0.18 -0.49 -0.60
C 1.265 -0.348 2.954 0.01 0.07 0.02
C 1.377 1.124 2.569 0.03 -0.03 0.01
N 0.953 1.385 1.158 -0.03 0.18 -0.03
C -0.835 2.736 -0.101 0.03 0.00 0.02
C -2.088 1.916 0.193 0.08 -0.01 0.03
S -1.872 0.108 0.231 -0.23 0.01 0.10
C -2.357 -0.417 1.910 0.02 0.04 0.00
C -1.210 -0.342 2.895 -0.01 -0.07 0.03
N 0.036 -0.925 2.338 -0.02 0.15 0.01
H 1.223 -0.439 4.043 0.00 0.00 0.00
H 2.114 -0.919 2.585 -0.02 0.01 0.03
H 2.405 1.449 2.716 -0.01 -0.01 0.02
H 0.753 1.729 3.220 0.00 0.00 0.00
H 1.814 1.498 0.626 0.03 0.03 -0.01
H -0.691 2.683 -2.062 0.04 0.03 0.03
H -1.168 3.772 -0.195 -0.02 0.01 -0.05
H -2.788 2.077 -0.628 0.02 0.00 -0.02
H -2.579 2.228 1.110 0.00 -0.01 0.07
H -2.710 -1.440 1.769 0.00 0.00 0.01
H -3.190 0.195 2.254 0.00 0.01 -0.01
H -1.480 -0.853 3.824 0.02 0.01 0.00
H -1.024 0.695 3.145 -0.01 0.05 0.01
H 0.042 -1.928 2.491 0.01 0.01 0.01
C -1.456 -4.112 -5.208 0.01 0.00 0.00
Si 0.053 -3.200 -4.581 0.00 -0.01 -0.01
C 0.058 -1.458 -5.240 0.00 0.00 0.00
C 1.615 -4.091 -5.089 0.00 0.00 0.00
C -0.021 -3.293 -2.685 0.02 0.11 0.03
C -0.108 -4.550 -2.100 -0.01 -0.05 0.06
C -0.126 -4.728 -0.717 0.01 -0.05 -0.06
C -0.058 -3.612 0.082 0.03 0.07 -0.03
N 0.011 -2.390 -0.448 -0.09 -0.08 0.07
C 0.042 -2.220 -1.784 0.05 -0.15 0.02
S 0.172 -0.510 -2.068 0.06 0.38 0.32
H -1.453 -4.147 -6.300 0.00 0.00 0.00
H -2.374 -3.613 -4.892 0.00 0.00 0.00
H -1.494 -5.142 -4.846 0.00 0.00 0.00
H 0.067 -1.504 -6.332 0.00 0.00 0.00
H 0.939 -0.900 -4.920 0.00 0.00 0.00
H -0.826 -0.898 -4.933 0.00 0.00 0.00
H 1.706 -4.118 -6.177 0.00 0.00 0.00
H 1.629 -5.122 -4.728 0.00 0.00 0.00
H 2.496 -3.585 -4.689 0.00 0.00 0.00
H -0.155 -5.429 -2.733 0.00 0.00 0.00
H -0.183 -5.712 -0.275 0.00 0.00 0.00
H -0.053 -3.688 1.163 -0.01 0.00 0.00
F 2.311 -1.127 0.311 0.23 -0.04 -0.04
B 3.567 -0.283 0.081 0.13 0.01 0.14
F 4.467 -1.092 -0.533 -0.05 -0.01 -0.05
F 3.941 0.123 1.351 0.01 -0.02 -0.02
F 3.148 0.799 -0.682 -0.06 -0.02 -0.04
N 1.272 3.696 0.381 0.00 0.01 -0.04
C 0.278 2.840 0.957 0.01 0.02 0.14
O -0.230 2.297 -1.310 -0.06 -0.05 -0.09
C -0.215 3.465 2.226 0.17 -0.23 -0.04
C 0.665 4.313 2.931 -0.22 0.10 0.09
N 1.387 5.009 3.508 0.12 -0.05 -0.04
C -1.359 3.037 2.898 -0.13 0.24 -0.03
N -2.328 2.677 3.432 0.04 -0.17 -0.05
H 1.701 3.303 -0.446 0.01 -0.01 -0.01
H 1.959 4.026 1.047 0.00 -0.01 0.00

=====

Record 6
66
Properties=species:S:1:pos:R:3:forces:R:3 method="wB97M-V/def2-TZVPD" e_homo_ev=-3.201 charge=-1 homo_lumo_gap_ev=2.53 spin_multiplicity=1 max_force_ev_per_a=10.307
C -3.792 1.641 1.901 1.84 0.45 -6.40
C -3.251 1.915 0.719 -0.70 -1.90 6.00
C -2.097 2.024 -0.429 -1.95 -1.21 -0.72
C -1.085 0.766 -0.427 2.33 1.53 0.50
N -1.301 -0.529 -0.855 0.75 2.44 2.32
C -2.618 -0.825 -1.444 -2.41 -1.02 -1.89
C -2.804 -0.303 -2.998 -0.37 -0.46 0.24
C -3.121 -2.355 -1.470 -0.63 -0.56 0.37
C -3.376 -2.994 0.014 -0.72 0.35 -0.84
C -0.009 -1.300 -0.667 0.89 -3.37 -4.43
N -0.212 -2.775 -0.367 0.07 1.03 0.88
C 0.427 -1.439 -2.252 -0.42 1.11 -1.08
O 1.437 -2.481 -2.484 -1.40 1.47 1.31
N 1.819 -2.434 -3.787 2.65 -1.60 0.35
O 2.839 -3.062 -3.853 -1.52 0.93 -1.10
C 1.049 -0.502 0.321 -3.16 -0.94 -0.24
C 0.708 -1.236 1.737 0.38 0.15 1.49
C 1.394 -0.630 3.062 0.05 -0.24 1.81
C 2.473 -1.651 3.763 0.29 1.09 -0.18
C 0.263 -0.361 4.224 0.46 0.25 -0.15
S 2.863 -0.842 0.134 7.21 -1.92 3.39
C 3.640 -0.498 -1.507 1.24 0.49 -2.11
O 3.745 -0.048 1.112 -3.79 -1.11 -2.85
O 3.216 -2.314 0.435 -2.79 3.20 -1.67
C 0.453 1.004 0.077 -3.50 -1.70 0.64
Br 0.018 2.112 1.730 0.90 -0.16 -0.05
S 1.430 2.288 -0.872 4.05 7.85 5.31
O 0.897 3.655 -0.408 -0.13 -4.76 -2.94
O 2.910 2.384 -0.467 -3.98 -2.48 -2.46
C 1.169 2.329 -2.719 0.12 2.38 -4.67
F 2.267 1.760 -3.490 -3.33 0.93 2.27
F -0.090 1.837 -3.186 3.30 0.71 1.25
F 1.188 3.731 -3.110 -0.07 -4.28 1.30
H -4.496 1.198 2.706 1.67 1.34 -1.82
H -2.697 1.940 -1.428 1.03 0.20 1.70
H -1.590 3.050 -0.465 -0.43 -1.63 0.56
H -3.478 -0.273 -0.879 2.04 -0.77 -0.47
H -3.950 -0.254 -3.170 1.94 -0.02 0.26
H -2.369 0.742 -3.176 -0.48 -1.67 0.19
H -2.392 -1.091 -3.754 -0.55 1.58 1.32
H -4.173 -2.341 -1.973 1.99 0.26 0.72
H -2.482 -3.050 -2.153 -0.91 1.30 1.22
H -3.484 -2.096 0.729 0.45 -1.60 -0.79
H -4.420 -3.514 -0.004 1.96 0.75 0.09
H -2.561 -3.743 0.309 -1.28 1.41 -0.21
H 0.688 -3.232 -0.149 -0.46 0.65 -0.10
H -0.595 -3.278 -1.176 0.26 0.64 0.37
H 0.823 -0.459 -2.700 -0.58 -1.29 0.69
H -0.481 -1.751 -2.917 1.31 0.70 1.58
H 1.046 -2.352 1.772 -0.58 2.10 -0.83
H -0.438 -1.247 1.841 1.74 0.24 -0.26
H 1.957 0.358 2.928 -0.94 -1.57 -0.27
H 3.456 -1.714 3.164 -1.69 -0.07 0.75
H 2.031 -2.695 3.944 0.60 1.54 -0.23
H 2.755 -1.143 4.776 -0.56 -1.11 -1.70
H 0.272 0.774 4.455 -0.20 -1.99 -0.16
H 0.547 -0.967 5.178 -0.66 1.18 -1.68
H -0.793 -0.660 3.882 1.54 0.46 0.54
H 4.292 0.468 -1.510 -1.64 -1.57 0.66
H 2.944 -0.421 -2.407 0.72 -0.12 1.47
H 4.394 -1.353 -1.754 -1.73 1.15 0.95
O 0.074 4.949 3.164 -0.39 -1.07 0.58
S 0.551 6.049 2.297 0.71 1.00 -0.84
O -0.255 6.086 1.061 -0.21 -0.12 -0.15
O 1.967 5.823 1.954 -0.03 -0.34 -0.04
O 0.412 7.328 3.015 -0.31 -0.23 0.25